1.
{"formula": "C48H100N4O8", "method": "ωB97M-V with the def2-TZVPD basis set", "symbols": ["H", "H", "H", "H", "C", "H", "O", "H", "H", "C", "H", "H", "C", "H", "H", "H", "C", "H", "H", "C", "H", "H", "H", "H", "C", "H", "H", "H", "C", "H", "H", "C", "H", "C", "C", "H", "H", "H", "C", "H", "C", "H", "H", "C", "C", "H", "C", "H", "H", "H", "H", "H", "H", "H", "H", "C", "H", "H", "H", "H", "O", "C", "C", "H", "H", "H", "C", "C", "N", "C", "H", "H", "H", "H", "C", "H", "H", "H", "H", "H", "H", "C", "H", "C", "C", "H", "C", "H", "H", "H", "N", "H", "C", "H", "H", "H", "H", "H", "C", "C", "C", "H", "H", "C", "H", "H", "C", "H", "H", "H", "C", "C", "O", "H", "N", "H", "H", "C", "O", "N", "H", "C", "H", "H", "C", "H", "O", "H", "H", "C", "C", "H", "C", "C", "C", "H", "H", "C", "H", "C", "H", "H", "C", "C", "H", "O", "O", "H", "H", "H", "C", "H", "H", "H", "C", "H", "H", "H", "O", "H"], "positions_angstrom": [[-0.502, 10.144, -21.640], [-0.087, 11.395, -25.243], [5.682, 14.014, -23.182], [-0.952, 15.145, -23.632], [-2.824, 17.560, -20.681], [-3.898, 9.261, -22.475], [-1.337, 8.164, -27.952], [5.024, 4.030, -20.798], [-5.096, 15.495, -21.177], [2.841, 5.215, -21.447], [6.946, 14.354, -20.069], [-2.857, 8.409, -25.660], [-0.324, 17.547, -27.222], [-0.824, 15.214, -22.059], [0.317, 7.916, -25.171], [-2.003, 7.089, -24.921], [-4.303, 16.565, -18.025], [3.579, 9.009, -21.959], [-1.358, 13.144, -20.334], [-5.865, 11.014, -20.133], [0.682, 14.846, -25.393], [3.810, 7.774, -20.664], [-1.947, 13.144, -24.726], [1.931, 15.848, -25.329], [0.494, 10.408, -21.998], [4.278, 13.752, -22.303], [1.020, 8.270, -26.816], [-3.811, 10.299, -20.259], [4.299, 8.482, -21.333], [-3.716, 17.146, -22.382], [0.868, 9.464, -22.392], [5.951, 13.911, -20.036], [-0.855, 18.451, -26.923], [-7.969, 8.597, -21.563], [-1.432, 14.665, -22.779], [-4.157, 11.401, -21.505], [5.169, 12.277, -23.004], [-6.690, 15.706, -20.634], [-6.714, 8.536, -20.529], [6.847, 5.295, -20.032], [5.883, 8.675, -23.221], [6.530, 8.132, -23.911], [-8.954, 8.559, -21.098], [-4.828, 9.534, -21.977], [5.988, 12.942, -21.208], [-5.191, 18.953, -16.749], [-0.449, 10.962, -24.310], [2.869, 8.340, -18.471], [-6.055, 12.496, -18.535], [-1.149, 16.931, -27.582], [6.927, 7.710, -20.969], [2.068, 12.640, -24.328], [-0.149, 9.915, -24.342], [-6.459, 18.229, -22.813], [-5.244, 16.301, -17.541], [4.063, 4.243, -23.556], [-1.909, 17.769, -21.234], [-2.951, 6.750, -26.386], [3.401, 11.465, -16.359], [-6.243, 16.098, -22.319], [-6.677, 18.062, -18.954], [-4.610, 10.585, -20.942], [0.147, 16.880, -25.851], [5.202, 9.241, -23.856], [0.454, 17.746, -27.959], [-4.507, 20.091, -18.058], [-2.323, 7.486, -25.884], [6.358, 6.976, -21.540], [0.140, 12.805, -22.687], [2.232, 9.879, -17.302], [1.087, 10.654, -21.117], [4.409, 10.462, -17.231], [-2.873, 13.245, -20.904], [-6.223, 12.928, -21.278], [-6.705, 11.978, -21.047], [-2.412, 15.021, -22.461], [5.794, 13.444, -19.064], [-8.088, 9.548, -22.083], [1.853, 9.529, -19.408], [0.702, 6.687, -26.125], [-2.805, 19.248, -19.297], [5.222, 13.262, -22.541], [-7.346, 10.104, -18.109], [-4.316, 17.986, -18.542], [1.062, 15.690, -25.968], [2.196, 10.805, -24.439], [-1.271, 13.143, -22.493], [-1.979, 11.655, -20.961], [6.089, 4.226, -22.142], [-2.070, 17.753, -18.735], [-6.603, 9.777, -19.695], [-7.073, 18.936, -18.979], [-4.416, 19.169, -17.484], [-8.045, 7.567, -19.323], [-7.413, 18.442, -21.381], [-3.857, 18.881, -21.862], [3.272, 11.685, -18.074], [4.921, 9.175, -20.768], [-4.003, 17.836, -21.589], [6.061, 5.734, -20.647], [-2.913, 18.164, -19.290], [-2.843, 16.473, -20.613], [-5.366, 7.325, -21.806], [-5.329, 11.746, -18.850], [-4.437, 12.339, -19.054], [3.610, 4.649, -24.461], [0.298, 7.693, -26.237], [-5.100, 11.117, -17.990], [-6.307, 19.604, -21.706], [1.155, 15.445, -27.026], [-1.946, 12.728, -21.153], [-5.421, 17.634, -20.935], [1.455, 9.855, -16.334], [-3.155, 12.855, -23.554], [4.340, 6.654, -22.905], [-6.398, 7.510, -18.620], [5.272, 14.730, -20.275], [-6.396, 18.519, -21.765], [1.082, 13.398, -21.825], [-5.426, 18.240, -19.573], [3.751, 7.130, -24.614], [-6.984, 7.445, -19.537], [-6.802, 6.427, -19.883], [-4.708, 8.067, -20.456], [5.213, 7.664, -22.290], [1.965, 5.341, -22.084], [-7.745, 10.063, -18.981], [-4.314, 15.742, -18.739], [3.364, 3.417, -23.421], [1.991, 8.987, -18.473], [4.081, 5.275, -22.404], [4.995, 3.742, -23.814], [-5.439, 8.255, -21.242], [-2.123, 12.601, -23.797], [5.382, 4.770, -21.514], [-5.425, 9.867, -22.827], [-2.459, 10.682, -24.875], [-1.954, 11.099, -24.004], [6.562, 9.273, -22.613], [0.546, 11.463, -23.167], [2.631, 11.772, -23.028], [-6.819, 11.351, -21.931], [-5.942, 16.175, -21.274], [3.426, 10.926, -17.306], [1.418, 14.174, -22.280], [3.296, 7.101, -23.769], [-0.216, 17.469, -24.828], [5.248, 5.869, -19.934], [-7.813, 7.895, -22.382], [1.156, 8.391, -18.105], [1.917, 11.675, -23.846], [7.071, 6.507, -22.216], [-2.092, 10.559, -23.068], [-7.645, 12.236, -20.559], [-1.114, 7.771, -26.816], [2.692, 5.956, -20.662], [-3.494, 19.111, -16.905], [2.702, 4.208, -21.056], [6.847, 12.061, -21.106], [-3.479, 16.464, -17.318]], "smiles": "CC1(C)CCCC(C)(C)N1O.CC1(C)CCCC(C)(C)N1O.CC1(C)CCCC(C)(C)N1O.CC1(C)CCCC(C)(C)N1O.CC(C)=O.CC(C)=O.CC(C)=O.CC(C)=O", "e_above_lowest_kj_mol": 504.2, "e_tot_ev": -73727.4364, "largest_force_ev_per_a": 3.43, "mol_weight_da": 861.3, "spin_multiplicity": 1}


2.
{"formula": "C48H105F2N10O14", "method": "ωB97M-V with the def2-TZVPD basis set", "symbols": ["N", "H", "C", "H", "H", "H", "H", "H", "H", "H", "H", "C", "O", "C", "O", "C", "O", "H", "H", "H", "O", "H", "H", "C", "H", "H", "H", "C", "H", "H", "H", "C", "H", "H", "C", "C", "H", "H", "C", "H", "C", "H", "C", "H", "F", "H", "H", "O", "H", "H", "H", "H", "H", "H", "H", "C", "H", "H", "H", "C", "O", "C", "N", "N", "C", "H", "H", "C", "C", "H", "H", "H", "H", "H", "C", "O", "H", "C", "H", "H", "H", "H", "O", "O", "H", "H", "H", "O", "C", "C", "N", "H", "C", "H", "H", "C", "H", "N", "H", "O", "N", "C", "H", "C", "H", "C", "O", "N", "H", "H", "H", "H", "H", "C", "C", "C", "H", "H", "H", "H", "H", "H", "H", "H", "C", "H", "C", "O", "C", "H", "H", "H", "H", "H", "C", "C", "H", "C", "H", "C", "C", "C", "C", "H", "H", "H", "H", "H", "H", "H", "C", "H", "H", "C", "C", "N", "N", "H", "C", "H", "H", "C", "H", "C", "H", "H", "H", "O", "C", "C", "H", "H", "N", "H", "F", "H", "H", "H", "H"], "positions_angstrom": [[5.812, -10.571, -5.527], [-5.209, 2.724, 5.179], [12.981, 2.650, 0.671], [5.784, 4.200, -0.134], [-11.186, 8.384, 2.612], [5.503, 0.097, -0.004], [5.289, -10.536, -2.273], [2.057, -3.319, -3.304], [-11.520, 0.423, -2.355], [0.156, -4.941, -0.233], [-12.288, 3.667, -0.817], [-7.260, 6.041, 2.884], [10.781, 2.263, 1.561], [-5.153, 2.791, 2.729], [4.651, -4.177, -1.774], [8.705, 4.068, 0.885], [-13.951, -0.382, -2.866], [1.765, 2.828, -0.517], [3.847, -3.201, -0.120], [-8.420, 4.775, -0.921], [7.395, -1.412, 4.578], [0.688, 1.651, 4.622], [1.319, -1.748, -2.944], [5.579, -11.996, -5.293], [-5.362, 3.253, 1.764], [4.752, -5.863, -0.544], [9.975, 1.115, 3.085], [6.563, 2.825, 1.279], [13.245, 2.094, -0.222], [-4.555, 1.891, 2.550], [8.921, 6.450, -0.562], [-12.800, 0.492, 0.449], [6.598, -10.276, -4.967], [4.090, -0.559, -1.746], [5.607, 3.896, 0.893], [5.083, -8.239, -5.205], [-7.006, 7.250, 1.068], [2.718, -5.580, -2.793], [9.861, 1.315, 2.014], [-10.503, 1.185, -0.605], [-3.058, 2.951, 5.347], [2.051, -2.677, -1.635], [2.977, -5.940, -1.789], [4.180, -9.932, -4.314], [8.087, -1.472, 0.612], [-9.180, 5.421, 2.702], [5.486, -3.866, 0.098], [-4.465, 3.743, 3.521], [5.036, -6.105, -2.272], [5.233, -2.439, -0.917], [-13.692, 0.987, -4.414], [-11.189, 7.029, 3.746], [7.402, -7.096, -5.139], [2.353, -0.379, 1.773], [6.041, 4.898, 2.673], [-4.424, 3.437, 4.909], [-6.717, 6.717, 3.553], [8.207, 5.862, -2.075], [8.418, 4.934, 1.474], [1.478, -2.759, -2.565], [4.941, 1.137, 1.738], [-11.711, 2.879, -1.307], [2.095, -5.399, -0.760], [-2.756, 1.624, 4.827], [-13.107, 0.342, -3.751], [6.612, -11.235, -1.323], [7.190, 6.089, -0.663], [-1.359, 1.211, 4.924], [4.810, -3.396, -0.612], [-3.045, 1.570, 3.861], [-12.446, 5.372, 2.971], [4.137, -11.987, -3.636], [-15.861, -0.618, -2.238], [5.611, -7.934, -6.113], [-9.291, 7.443, 2.781], [5.846, -7.935, -4.043], [-6.104, 2.502, 3.186], [7.228, -7.740, -4.272], [10.024, 0.356, 1.519], [-0.895, -4.998, -2.434], [-15.258, 1.032, -2.048], [-8.973, 8.215, 3.489], [-7.086, 5.249, 0.533], [6.019, -12.392, -2.878], [7.763, -8.684, -4.414], [-0.846, 3.200, 1.296], [-0.276, 3.110, 4.708], [0.208, -3.331, -2.342], [4.595, 0.342, 0.546], [0.667, -5.420, -1.072], [8.554, 3.375, -1.375], [-1.121, 1.066, 5.983], [-11.792, 5.303, 2.098], [12.427, 3.535, 0.385], [1.922, -0.174, -0.662], [2.138, 0.731, -0.096], [4.168, -7.644, -5.136], [5.664, 5.076, 1.755], [-15.694, 0.420, -3.664], [-11.973, 1.586, 0.800], [7.492, -0.447, 2.512], [3.958, 0.521, -1.802], [1.147, 1.730, -1.734], [-1.208, 2.923, 2.285], [-2.330, 3.704, 5.017], [4.677, -9.698, -5.264], [-11.299, 6.573, 1.717], [-8.689, 6.173, 3.165], [0.337, -6.464, -1.084], [6.119, 5.864, 1.325], [0.310, 1.884, -0.174], [3.941, -9.822, -6.063], [-2.146, 2.380, 2.148], [7.178, -1.446, 1.560], [-11.083, 2.027, -0.206], [3.631, 1.051, -0.392], [-1.391, 3.837, 2.853], [-1.288, 0.229, 4.450], [0.646, -5.141, -3.250], [6.963, -10.539, -2.901], [-8.985, 7.765, 1.777], [12.516, 1.737, 2.585], [-12.270, -0.237, -0.169], [2.890, -7.031, -1.794], [12.116, 1.769, 1.571], [3.121, 0.690, -2.470], [8.179, 5.781, -0.994], [-0.220, 2.108, 2.897], [6.221, -11.105, -2.332], [9.752, 3.873, 1.053], [-9.107, 4.781, 0.701], [-4.629, 4.372, 5.437], [-13.107, 0.005, 1.374], [4.855, 0.971, -2.222], [4.423, -5.566, -1.545], [-12.041, 1.128, -3.015], [-13.447, 1.970, -1.819], [-10.804, 7.374, 2.781], [-13.706, 0.822, -0.064], [-15.249, 0.153, -2.702], [8.481, 4.367, -0.594], [1.841, 0.495, 1.377], [-0.267, 2.087, 4.314], [4.875, -12.353, -6.053], [4.856, -13.533, -4.034], [0.780, 0.299, 1.486], [12.134, 0.745, 1.195], [7.638, -7.252, -3.389], [-12.601, -0.403, -4.372], [2.364, -4.448, -0.557], [7.367, 0.881, 2.016], [-6.979, 5.025, 3.170], [-10.367, 2.669, 0.313], [-8.410, 5.298, 0.036], [-6.746, 6.261, 1.465], [6.211, 1.598, 1.680], [7.909, 2.916, 1.298], [13.905, 2.917, 1.171], [8.434, 1.721, 1.765], [-10.982, 4.594, 2.305], [-8.748, 6.324, -0.125], [6.887, -0.731, 3.785], [-11.315, 1.500, -3.744], [5.078, -12.469, -3.930], [3.804, 2.124, -0.392], [-10.901, 3.376, -1.853], [-5.655, 6.235, 1.524], [6.245, -2.150, 1.575], [1.276, 1.868, -0.664], [0.164, -4.748, -2.346], [4.602, 3.491, 0.930], [4.188, -0.595, 0.901], [-12.600, 2.260, -2.287], [-12.371, 4.913, 1.264], [5.743, -0.135, 3.986], [2.046, 1.360, 2.001], [6.527, -12.504, -5.482], [8.385, 3.662, -2.338], [-3.029, 2.919, 6.440]], "e_tot_ev": -100464.2837, "largest_force_ev_per_a": 1.56, "total_charge": 1, "mol_weight_da": 1084.4, "spin_multiplicity": 1}